1.
A molecular structure, C62H68BBrHfN12O6S3 in a non-equilibrium geometry. Source: the Open Molecules 2025 dataset; level of theory: ωB97M-V/def2-TZVPD.

As for the total energy: -200104.271 eV. Its orbital gap is 6.636 eV. Its relative energy (zero: lowest compared OMol25 entry of this formula, charge and spin) is 45.4 kcal per mole. Its total charge is 0.

The geometry in XYZ format:
```
154
C62H68BBrHfN12O6S3, DFT ωB97M-V/def2-TZVPD
H -5.53 -4.57 0.81
C -3.69 3.59 3.70
H -0.73 -7.37 -2.98
H -8.34 -2.14 3.18
H -1.27 1.69 -3.51
H -2.17 1.62 0.42
O -1.23 -1.64 3.92
C -4.34 1.47 -2.17
C 1.06 -3.45 -5.97
C -3.05 -5.50 -2.35
O -0.21 -1.39 -2.12
C -3.83 -4.21 2.05
H -1.05 1.44 -5.24
C 0.72 -2.23 -2.41
C -3.38 -3.33 -3.33
H -1.03 -6.91 -1.30
H 5.86 -0.88 3.01
O -2.82 -2.27 -0.25
H -4.18 1.65 1.98
N 1.13 2.83 -3.08
C -2.07 -3.32 -3.77
H 0.76 -4.30 -6.57
C 1.37 2.63 -5.51
C -3.74 1.92 -1.02
C -1.53 4.31 2.02
H 5.64 -2.53 2.46
C -2.68 -0.25 -2.19
C 1.68 -5.35 2.64
H -8.83 -0.66 1.27
H -2.86 0.53 2.40
C 1.81 -1.28 -4.43
H 1.96 -2.42 -7.61
N -2.11 0.17 -1.06
H 1.93 1.71 -5.44
N 3.57 -0.01 1.59
C -3.62 -6.73 -1.70
H -4.05 -2.51 -3.56
C 1.74 -2.40 -6.56
H -5.21 1.97 -2.58
H 2.13 -0.45 -3.82
C -2.80 -4.81 2.77
H 3.17 -2.81 1.39
H 2.65 -0.49 -6.24
H 0.11 5.28 0.91
C -5.29 -2.14 1.71
C -6.29 -2.43 2.63
H 1.38 -2.09 3.52
H -2.26 5.06 2.24
C -0.43 4.06 -4.54
N 2.34 1.79 1.25
H -4.92 -4.46 -2.37
C 2.71 -4.95 4.78
C -4.74 -5.02 1.39
H -2.06 -4.20 3.27
H -4.79 -1.07 -0.07
C -4.64 -6.40 1.48
H -3.72 -2.32 4.09
H 0.03 0.65 -4.08
H 2.05 3.48 -5.55
C 2.48 2.66 -2.92
N 1.57 2.86 -0.92
H -2.60 1.77 5.36
O 1.26 -2.89 -1.52
C 1.10 -2.32 -3.85
C 3.84 -2.34 0.68
B 1.58 2.99 0.62
H 0.80 2.62 -6.43
H -3.55 -8.06 2.29
C -7.56 -1.90 2.47
C -1.23 -4.39 -3.48
C -1.70 -5.46 -2.71
C 3.82 0.89 2.60
H -1.90 -6.61 3.45
H -1.20 4.13 -3.79
H 3.26 -5.32 5.64
C 2.74 2.69 -1.59
N 0.19 3.18 1.24
N 0.05 -4.49 -4.04
C -0.37 4.42 1.34
H 2.60 -2.94 5.52
C 0.72 -3.42 -4.62
H -0.90 4.04 -5.52
C 2.35 -5.81 3.76
C 3.07 1.98 2.39
C -6.84 -0.78 0.48
C 5.13 -1.59 2.63
C -0.54 1.55 -4.29
H 0.22 -5.37 -4.50
C -5.56 -1.30 0.64
H -7.05 -0.13 -0.36
H -5.36 -7.03 0.98
H 0.21 4.93 -4.48
Br -4.40 3.46 -0.16
C -0.75 -6.53 -2.28
H 3.01 2.90 2.95
C -1.91 2.04 4.56
H 3.28 -2.09 -0.22
C -7.84 -1.07 1.39
H -4.41 3.16 4.39
C -2.69 2.49 3.32
C 2.11 -1.31 -5.79
C -2.81 -2.27 0.99
O 0.86 -2.18 1.21
C -3.90 -2.68 1.98
H -1.70 -2.50 -4.37
H -3.43 -7.60 -2.32
H -2.23 -1.12 -2.65
C 2.35 -3.61 4.71
H 1.41 -6.00 1.83
H 6.31 -1.35 0.18
C -0.63 2.31 1.84
C 0.39 2.77 -4.34
N -1.70 2.99 2.35
C -3.87 -4.43 -2.65
H 6.08 0.30 0.79
N -3.35 -2.10 3.18
N -0.07 -4.21 0.78
H -6.08 -3.08 3.47
C -2.01 -1.85 3.02
C 4.49 -1.12 1.31
S 1.87 -0.12 -0.59
H 4.35 -1.75 3.38
H 5.12 -0.28 -0.58
C -3.51 1.32 2.77
H -4.11 0.92 3.58
S -1.03 3.26 -1.51
C 2.62 0.56 0.79
H 3.15 2.52 -3.74
C -2.61 1.28 -0.50
H 3.68 2.59 -1.08
C -3.77 0.36 -2.77
N 0.69 -3.46 1.46
H -4.70 -6.62 -1.59
S -0.37 0.63 1.93
O -0.71 -3.65 -0.17
H 2.60 -6.86 3.83
H -4.23 3.93 2.82
C -2.69 -6.18 2.86
H 2.22 3.97 0.88
C 5.57 -0.57 0.37
C -3.62 -6.98 2.22
H 4.52 0.70 3.39
C 1.68 -3.13 3.61
H -1.30 1.18 4.32
H -3.22 4.44 4.18
C 0.58 2.95 -1.83
H 4.61 -3.05 0.41
H -3.20 -6.90 -0.71
H -1.26 2.84 4.92
Hf -0.48 -1.52 -0.15
N -1.73 -1.88 1.66
H 0.25 -6.11 -2.21
H -4.18 -0.04 -3.69
C 1.36 -4.00 2.58
```


2.
8 unconnected molecules or ions with the total composition C62H71F4N9O21P in a non-equilibrium geometry. Source: the Open Molecules 2025 dataset; level of theory: ωB97M-V/def2-TZVPD.

As for the total energy: -141990.609 eV. Its orbital gap is 7.099 eV. Its total charge is +1.

The geometry in XYZ format:
```
168
C62H71F4N9O21P, DFT ωB97M-V/def2-TZVPD
H 4.87 -4.30 1.37
O -8.48 -4.97 -0.29
C -2.69 4.80 -7.33
C 5.95 7.32 4.75
H -2.48 -4.85 3.10
C -7.24 -0.96 -7.25
C -9.48 -3.98 -4.75
C 4.72 6.93 4.28
C -8.58 -4.05 -3.70
N -1.08 -3.33 3.36
O -5.29 -3.06 -5.16
H -9.15 -3.66 -5.73
C -10.81 -4.35 -4.55
H 7.64 6.89 6.00
H -4.92 -5.01 0.63
C 2.71 2.07 3.70
O -3.32 -3.20 1.75
H 8.69 11.67 2.71
H -3.49 4.47 -7.98
H 0.15 5.99 -5.00
H 4.51 3.97 5.91
C 2.66 -0.24 3.18
O 5.85 9.28 3.54
H -2.06 -1.24 7.62
C 1.17 -2.43 0.52
O -6.83 -3.56 -6.57
C -0.08 0.98 -9.51
C 8.82 12.41 3.48
H -1.14 -0.25 2.59
C -3.00 -2.01 4.33
C -9.03 -4.48 -2.47
C -1.56 -4.68 3.65
C -1.66 -0.70 -10.20
C 4.20 5.71 4.70
H 4.21 -5.11 -0.08
H -4.52 -2.64 0.14
C 4.92 4.92 5.58
H 3.22 -2.26 1.28
C -5.42 -4.24 1.23
H 6.71 4.73 6.75
O 7.61 8.92 4.71
C -3.85 -0.74 4.29
O -1.82 -0.55 6.99
H -3.84 -0.27 5.28
H 7.47 -10.66 -2.84
C -6.28 -1.33 -6.32
H -10.66 -5.18 -1.27
C -2.41 -0.48 -9.06
H -3.67 -2.84 4.09
C -4.61 -2.97 1.18
O -1.12 2.36 -6.42
C -2.84 4.79 -5.96
C 9.86 14.42 4.29
O -4.95 3.91 -6.17
C -0.49 0.02 -10.42
H 4.23 -5.91 1.52
P -0.51 -0.93 6.19
C 6.68 6.55 5.64
O 0.56 2.87 -7.66
H -3.10 -1.15 1.74
C -11.24 -4.78 -3.30
C -2.01 0.47 -8.13
C 9.70 13.47 3.30
H 1.64 -1.31 4.70
C -5.60 0.93 -6.01
C -5.46 -0.41 -5.69
C 8.25 13.25 5.66
O 1.97 0.98 3.47
F -1.98 -7.26 4.42
C 4.10 -4.97 0.99
H 0.46 6.03 -7.45
H -1.98 -1.44 -10.92
H -7.87 -1.70 -7.72
H -1.17 -4.42 5.80
H 2.91 -0.27 2.13
C 0.15 -3.10 3.10
H -8.11 0.70 -8.28
C -1.82 -5.00 5.14
H 0.10 -0.15 -11.31
O -6.92 -4.22 -1.57
H 2.76 -4.26 2.44
C 7.30 -8.61 -2.27
C 7.15 -7.74 -1.21
H 7.28 -11.50 -0.53
O -0.23 -2.39 6.10
N -4.10 4.32 -5.39
H 6.99 -9.92 1.35
C -6.56 1.33 -6.94
H 2.46 -2.30 3.54
F -0.10 -6.61 5.28
H -6.40 -4.08 0.81
C 2.74 -4.36 1.35
N 9.29 15.32 6.50
H 7.38 -8.23 -3.28
O 10.04 16.24 6.28
H -0.07 -0.92 1.02
N -0.44 2.21 -7.41
H -4.73 -0.73 -4.97
N 7.11 -6.29 -1.47
C 7.35 -9.97 -2.02
H -3.34 -4.15 6.04
O -4.24 4.32 -4.19
O -3.19 -4.90 5.45
H -11.51 -4.30 -5.37
O 7.20 -5.92 -2.62
C -1.50 5.26 -7.87
H 10.54 15.25 4.15
H 7.42 11.48 4.80
H -1.36 5.27 -8.94
H -1.54 0.55 4.68
H -4.97 1.66 -5.54
C -0.65 -0.08 4.60
N 6.52 8.61 4.30
C 2.60 -2.96 0.72
H 3.24 5.38 4.34
C -0.78 -0.95 3.34
O 2.23 3.15 3.83
H -3.32 -1.04 -8.88
H 3.80 1.91 3.78
F -1.83 -6.89 6.54
C 7.08 -9.55 0.33
C -0.65 5.66 -5.65
H -3.48 0.01 3.59
N 0.76 -1.34 1.42
H 0.82 1.55 -9.67
H 7.70 13.18 6.58
H 6.91 -7.49 0.91
H 3.61 -0.26 3.74
H 1.93 -5.01 1.04
O 0.66 -0.17 6.97
H 1.12 -2.01 -0.48
H -6.66 2.38 -7.19
H -2.64 -2.20 5.33
C -1.44 -6.47 5.35
C -0.47 5.68 -7.03
H 4.17 7.56 3.59
C 7.03 -8.19 0.10
C -0.85 1.19 -8.38
H -1.98 5.20 -4.04
N -6.12 -2.76 -5.99
C -10.34 -4.84 -2.25
C -1.87 -2.07 3.31
F -5.17 -1.06 4.00
H -12.27 -5.06 -3.15
H -5.15 -2.18 1.71
C 9.13 14.30 5.45
O 7.00 -5.55 -0.51
H -2.59 0.66 -7.24
H -1.73 -2.09 1.14
H 1.34 -0.82 7.19
H 0.82 -3.96 3.14
H -0.82 -5.37 3.26
H 0.45 -3.27 0.52
H -5.52 -4.61 2.25
N -8.07 -4.56 -1.36
C -2.52 -2.06 1.90
H 0.19 0.60 4.52
C 6.16 5.34 6.05
C 7.24 -10.44 -0.72
C -1.84 5.22 -5.11
C 0.53 -1.67 2.82
H 10.27 13.55 2.38
H 3.05 -3.03 -0.27
C 8.10 12.30 4.66
H -7.54 -3.77 -3.85
O 8.65 15.17 7.53
C 1.83 -1.42 3.64
C -7.37 0.38 -7.55
```


3.
A molecular structure, C62H74BGaNO18. Source: the Open Molecules 2025 dataset; level of theory: ωB97M-V/def2-TZVPD.

As for the total energy: -156885.504 eV. Its orbital gap is 3.821 eV. Its total charge is -1.

The geometry in XYZ format:
```
157
C62H74BGaNO18, DFT ωB97M-V/def2-TZVPD
C -2.04 -1.45 0.78
H -1.07 -3.93 -3.12
O 0.60 -3.00 -2.28
H 3.16 -7.54 0.85
H -8.74 0.55 -8.03
C 0.68 -5.17 -3.31
H 4.39 -6.42 1.43
H -2.61 -6.86 2.84
C -2.40 -6.23 1.98
H -2.91 -2.20 -1.04
H -2.16 2.88 -0.64
C -0.58 -3.34 5.85
H -0.28 1.39 -1.23
C -8.05 3.19 -5.90
H -1.72 -1.54 -3.11
H 5.45 -1.30 0.81
O 2.84 -0.91 -0.42
C -3.39 4.55 -3.11
C 2.13 0.69 -3.52
O 0.68 2.31 -4.40
H 1.23 1.13 -0.41
O 5.86 5.13 -4.43
O -0.50 -3.36 9.40
O 5.43 1.24 -2.33
C 4.40 4.95 3.01
H -4.21 -7.02 1.20
H 5.13 -2.84 1.27
H -0.48 -4.61 -1.59
C 0.92 5.33 6.87
C 6.84 4.53 -4.84
O 3.36 5.88 -0.26
C -4.52 4.53 -4.07
O -0.80 -1.28 -3.07
C -1.02 -3.43 7.11
C -4.31 4.52 -5.39
H 5.22 5.01 3.71
C -2.51 2.20 0.14
C -1.25 4.21 6.67
N 5.05 -1.87 1.54
H 2.91 -2.83 0.29
H 2.32 -5.33 0.36
C -1.45 2.11 1.22
H 3.28 -7.18 2.58
H -2.73 -0.61 0.89
C -4.67 -5.04 1.76
H 4.70 3.63 -2.99
C 2.77 3.14 -3.69
C 1.21 -1.83 1.18
C 8.29 3.93 -6.72
H 3.61 -0.44 1.95
B -0.11 -1.83 -1.97
H 1.19 -1.35 2.16
C 0.96 -5.94 1.92
H 1.26 4.61 0.63
C 4.33 1.48 -2.79
O -10.05 -0.36 -5.99
C 3.33 0.42 -3.01
H -9.98 1.15 -3.89
H 1.37 -4.64 -3.96
H 0.88 -2.87 1.32
O -0.11 2.01 0.77
O -1.92 3.30 6.22
C 3.36 -6.76 1.58
O -7.46 4.25 -5.88
H -3.45 2.55 0.55
C -4.13 -3.63 1.87
Ga -0.21 -0.95 -0.01
O -3.57 4.56 -1.91
H 1.25 -5.79 -2.62
H -2.06 -3.63 7.35
C 1.77 -2.90 6.71
H -5.51 4.53 -3.65
H -0.47 -4.97 0.65
O 3.14 3.76 4.59
C 1.33 -2.99 7.96
H -4.71 -3.47 -0.19
H -5.02 -5.39 2.73
H 3.53 -0.29 -0.16
H -7.51 2.73 -7.97
C -1.80 4.52 -4.99
H -2.66 1.23 -0.34
C 3.96 2.87 -3.17
H -1.20 4.53 -2.96
C -2.93 4.51 -5.95
C -0.11 -5.99 0.82
O 0.98 7.27 8.20
C -0.10 -3.27 8.26
C 3.18 4.24 3.48
C 0.32 6.36 7.75
C -9.46 0.69 -5.96
C -0.17 -4.17 -2.54
H -3.11 -3.60 2.26
C 4.45 5.49 1.79
H -1.55 7.01 8.68
H 9.36 2.44 -3.73
O 10.11 2.52 -6.22
C -8.06 2.35 -7.12
C 2.03 4.15 2.54
H -8.76 3.32 -3.83
C 2.39 -5.60 1.41
H 2.48 4.15 -3.98
H 3.31 -2.01 2.70
C -1.13 6.24 8.04
H 2.77 -4.73 1.95
C 7.67 3.71 -3.93
C 0.16 1.05 -0.28
C -8.79 2.69 -4.71
H 1.16 3.61 2.89
H 5.33 6.01 1.42
H 0.05 -5.83 -3.89
C -2.78 -2.53 -0.01
O 1.25 -2.98 4.42
C 3.30 5.39 0.85
H 0.67 -5.18 2.65
H -1.23 -3.45 5.00
H 0.36 -6.33 -0.11
C 9.13 3.11 -5.80
H -5.12 4.51 -6.10
O -2.75 4.49 -7.15
C -9.44 1.53 -4.74
H 8.60 3.96 -7.75
H -1.49 3.04 1.81
C -1.86 5.25 7.55
C -3.70 -6.05 1.20
H -2.03 -5.27 2.34
C 8.74 3.05 -4.38
H 0.63 3.57 5.73
H -1.87 -1.84 1.78
C 2.09 4.69 1.33
C 0.85 -3.06 5.56
H -4.73 -1.93 0.65
C -8.71 1.19 -7.15
H -2.19 -3.45 0.01
H -4.74 -3.10 2.60
C -1.29 -6.91 1.15
C -2.01 4.54 -3.68
H -2.92 5.14 7.75
H -1.67 1.30 1.93
H 1.38 -0.08 -3.67
H 3.63 -0.59 -2.74
C 2.64 -1.83 0.67
H 1.98 5.43 6.66
C 0.20 4.33 6.37
C -4.16 -2.86 0.54
H -0.91 -7.78 1.69
H -5.54 -5.02 1.10
H 0.99 -6.91 2.42
H 1.98 -2.88 8.82
H -0.81 4.48 -5.41
C 1.76 2.07 -3.91
C 3.64 -1.52 1.79
H 6.60 5.19 -6.91
H -3.48 -5.82 0.15
C 7.23 4.59 -6.27
H 7.36 3.67 -2.89
H -1.73 -7.26 0.21
H 2.81 -2.70 6.47
```